Entry i
Below is one molecule with the formula C2H3NO2, with properties calculated with wB97M-V/def2-TZVPD.

Each atom is followed by the atoms it is bonded to, with distances in Å.
CARTESIAN COORDINATES (ANGSTROEM)
1 C -0.92853 0.76573 0.33481  N2 1.294, H6 1.097, H7 1.110
2 N -0.34733 -0.36047 0.07408  C1 1.294, O3 1.195, C4 1.447
3 O -0.84895 -1.38310 -0.28801  N2 1.195
4 C 1.07644 -0.51483 -0.13590  N2 1.447, O5 1.235, H8 1.120
5 O 1.74195 0.50922 -0.31679  C4 1.235
6 H -1.99497 0.95331 0.15916  C1 1.097
7 H -0.18207 1.57456 0.47700  C1 1.110
8 H 1.48345 -1.54441 -0.30435  C4 1.120

## Properties
LUMO energy (alpha / beta), eV: -0.49 / -0.49
SMILES string: C=[N+]([O-])C=O
Orbital gap (alpha / beta), hartree: 0.328 / 0.328


Entry ii
Below is one molecule with the formula C2H3NO2, with properties calculated with wB97M-V/def2-TZVPD.

Each atom is followed by the atoms it is bonded to, with distances in Å.
CARTESIAN COORDINATES (ANGSTROEM)
1 O 2.16112 -0.70092 0.50484  C2 1.208
2 C 1.22010 0.00273 0.22579  O1 1.208, N3 1.375, H6 1.102
3 N -0.08383 -0.43375 0.23393  C2 1.375, C4 1.431, H7 1.012
4 C -1.18527 0.31514 -0.28924  N3 1.431, O5 1.199, H8 1.096
5 O -1.63533 0.17939 -1.39192  C4 1.199
6 H 1.33926 1.05782 -0.07018  C2 1.102
7 H -0.18460 -1.43309 0.35826  N3 1.012
8 H -1.63145 1.01267 0.42852  C4 1.096

## Properties
LUMO energy, eV: 0.26
SMILES string: O=CNC=O
Orbital gap, hartree: 0.397


Entry iii
Below is a 2-piece molecular cluster, C2H3NO2 overall, with properties calculated with wB97M-V/def2-TZVPD.

Each atom is followed by the atoms it is bonded to, with distances in Å.
CARTESIAN COORDINATES (ANGSTROEM)
1 C 0.18303 -0.83146 -0.08802  C2 1.385, O4 1.287, H6 1.006
2 C 0.39379 -0.02180 1.01577  C1 1.385, H7 1.043, H8 1.089
3 N -1.17983 1.36103 -0.86766  O5 1.127
4 O 0.51870 -0.50712 -1.28730  C1 1.287
5 O -0.66602 0.82015 -1.71173  N3 1.127
6 H -0.34868 -1.66650 0.09138  C1 1.006
7 H 0.16597 -0.05672 2.03320  C2 1.043
8 H 0.93305 0.90243 0.81436  C2 1.089

## Properties
LUMO energy (alpha / beta), eV: -0.97 / -1.05
Orbital gap (alpha / beta), hartree: 0.290 / 0.284


Q: Which of them is the most stable? A: entry ii.


Entry i
Below is one molecule with the formula C2H3NO2, with properties calculated with wB97M-V/def2-TZVPD.

Each atom is followed by the atoms it is bonded to, with distances in Å.
CARTESIAN COORDINATES (ANGSTROEM)
1 O 1.30963 -0.87934 0.16758  C2 1.304
2 C 1.18217 0.35973 -0.21690  O1 1.304, C3 1.410, H6 1.089
3 C -0.05396 1.02926 -0.10333  C2 1.410, N4 1.330, H7 1.159
4 N -1.22874 0.50136 0.22839  C3 1.330, O5 1.423
5 O -1.06245 -0.86417 -0.13751  N4 1.423, H8 1.034
6 H 2.01518 0.97716 0.11612  C2 1.089
7 H -0.07893 2.16666 0.11980  C3 1.159
8 H -2.08178 -1.03927 -0.15388  O5 1.034

## Properties
LUMO energy, eV: -1.04
SMILES string: O=C/C=N\O
Orbital gap, hartree: 0.330


Entry ii
Below is one molecule with the formula C2H3NO2, with properties calculated with wB97M-V/def2-TZVPD.

Each atom is followed by the atoms it is bonded to, with distances in Å.
CARTESIAN COORDINATES (ANGSTROEM)
1 C -1.23319 -0.20065 -0.04632  N2 1.293, O5 1.372, H6 1.140
2 N -0.98670 1.06786 -0.00913  C1 1.293, O3 1.373
3 O 0.33651 1.21033 -0.34812  N2 1.373, C4 1.483
4 C 1.00438 -0.05147 0.05357  O3 1.483, O5 1.463, H7 1.247, H8 1.135
5 O -0.10353 -0.91303 -0.35853  C1 1.372, C4 1.463
6 H -2.22671 -0.76039 -0.04040  C1 1.140
7 H 1.23031 -0.21101 1.26970  C4 1.247
8 H 1.97893 -0.14165 -0.52077  C4 1.135

## Properties
LUMO energy, eV: 0.93
SMILES string: C1=NOCO1
Orbital gap, hartree: 0.385


Entry iii
Below is one molecule with the formula C2H3NO2, with properties calculated with wB97M-V/def2-TZVPD.

Each atom is followed by the atoms it is bonded to, with distances in Å.
CARTESIAN COORDINATES (ANGSTROEM)
1 C -0.12416 -0.09760 -0.06651  N2 1.817, H6 1.151, H7 1.043, H8 1.149
2 N -1.02716 -1.63821 0.26633  C1 1.817, O3 1.419, C4 1.340
3 O -0.45142 -2.43151 1.29277  N2 1.419, C4 1.270
4 C -0.23107 -2.69804 0.07067  N2 1.340, O3 1.270, O5 1.180
5 O 0.28841 -3.42123 -0.70319  C4 1.180
6 H 0.76546 -0.37242 -0.74235  C1 1.151
7 H -0.83977 0.48331 -0.55375  C1 1.043
8 H -0.04722 0.19161 1.04328  C1 1.149

## Properties
LUMO energy, eV: 0.79
SMILES string: CN1OC1=O
Orbital gap, hartree: 0.410


Entry iv
Below is one molecule with the formula C2H3NO2, with properties calculated with wB97M-V/def2-TZVPD.

Each atom is followed by the atoms it is bonded to, with distances in Å.
CARTESIAN COORDINATES (ANGSTROEM)
1 O -2.09223 0.36352 0.20482  C2 1.235
2 C -1.08374 -0.14615 -0.29468  O1 1.235, N3 1.341, H6 1.092
3 N 0.00916 0.29586 0.34491  C2 1.341, C4 1.413, H7 1.184
4 C 1.34382 -0.07221 0.06284  N3 1.413, O5 1.207, H8 1.115
5 O 2.32214 0.31999 0.65072  C4 1.207
6 H -1.10620 -0.84856 -1.13061  C2 1.092
7 H -0.84060 0.86928 0.93751  N3 1.184
8 H 1.43214 -0.78919 -0.78656  C4 1.115

## Properties
LUMO energy, eV: 0.63
SMILES string: O=CNC=O
Orbital gap, hartree: 0.413


Q: Which of them is the most stable? A: entry iv.


Entry i
Below is one molecule with the formula C2H4FI, with properties calculated with wB97M-V/def2-TZVPD.

Each atom is followed by the atoms it is bonded to, with distances in Å.
CARTESIAN COORDINATES (ANGSTROEM)
1 C 0.39538 0.24924 -0.05416  C2 1.672, H5 1.088, H6 1.072, H7 1.121
2 C -0.61193 -0.99072 -0.54879  C1 1.672, F3 1.390, I4 2.135, H8 1.047
3 F 0.24674 -1.83749 -1.23902  C2 1.390
4 I -2.38082 -0.80392 -1.72987  C2 2.135
5 H 0.47022 1.06919 -0.76534  C1 1.088
6 H -0.04024 0.80546 0.75176  C1 1.072
7 H 1.36187 -0.18536 0.31081  C1 1.121
8 H -1.07116 -1.30996 0.33657  C2 1.047

## Properties
LUMO energy, eV: 0.43
SMILES string: C[C@H](F)I
Orbital gap, hartree: 0.372


Entry ii
Below is a 2-piece molecular cluster, C2H4FI overall, with properties calculated with wB97M-V/def2-TZVPD.

Each atom is followed by the atoms it is bonded to, with distances in Å.
CARTESIAN COORDINATES (ANGSTROEM)
1 C -1.64111 0.10858 0.04376  H5 1.091, H6 1.087, H7 1.213
2 C 1.59376 -0.25883 -0.03478  F3 1.300, I4 2.068, H8 1.136
3 F 1.70138 0.23402 1.16300  C2 1.300
4 I 1.87035 1.10739 -1.56229  C2 2.068
5 H -1.17452 0.94312 0.57011  C1 1.091
6 H -2.30321 0.08839 -0.81767  C1 1.087
7 H -1.69717 -0.83624 0.80210  C1 1.213
8 H 1.65051 -1.38643 -0.16422  C2 1.136

## Properties
LUMO energy (alpha / beta), eV: 0.28 / 0.12
Orbital gap (alpha / beta), hartree: 0.336 / 0.298


Q: Which of them is the most stable? A: entry i.


Entry i
Below is a 2-piece molecular cluster, C5H14N2 overall, with properties calculated with wB97M-V/def2-TZVPD.

Each atom is followed by the atoms it is bonded to, with distances in Å.
CARTESIAN COORDINATES (ANGSTROEM)
1 C 0.89565 -0.25836 1.62173  C2 1.336, H5 1.086, H6 1.081
2 C 1.51541 -0.04635 0.45691  C1 1.336, C3 1.508, H7 1.088
3 C 1.49687 1.29933 -0.22258  C2 1.508, C4 1.519, H8 1.100, H9 1.094
4 C 2.82110 2.04149 -0.17864  C3 1.519, H10 1.091, H11 1.093, H12 1.092
5 H 1.19745 -1.10870 2.22579  C1 1.086
6 H 0.07041 0.35896 1.94885  C1 1.081
7 H 1.93118 -0.85857 -0.13614  C2 1.088
8 H 1.17311 1.15698 -1.26442  C3 1.100
9 H 0.71278 1.91613 0.22599  C3 1.094
10 H 3.64640 1.43744 -0.55987  C4 1.091
11 H 2.75558 2.96440 -0.76019  C4 1.093
12 H 3.06668 2.35626 0.83746  C4 1.092
13 N -2.83080 -1.89610 -1.40811  C14 1.459, H16 1.014, H17 1.015
14 C -1.77948 -1.51756 -0.46956  N13 1.459, N15 1.472, H18 1.091, H19 1.089
15 N -2.12353 -0.45088 0.48509  C14 1.472, H20 1.012, H21 1.012
16 H -3.69149 -2.11965 -0.92132  N13 1.014
17 H -3.05725 -1.11936 -2.02127  N13 1.015
18 H -1.52675 -2.40472 0.11368  C14 1.091
19 H -0.89818 -1.21485 -1.03333  C14 1.089
20 H -2.54896 0.30189 -0.04164  N15 1.012
21 H -2.82616 -0.83778 1.10156  N15 1.012

## Properties
LUMO energy, eV: 1.01
SMILES string: C=CCC.NCN
Orbital gap, hartree: 0.361


Entry ii
Below is a 2-piece molecular cluster, C5H14N2 overall, with properties calculated with wB97M-V/def2-TZVPD.

Each atom is followed by the atoms it is bonded to, with distances in Å.
CARTESIAN COORDINATES (ANGSTROEM)
1 C 1.68220 -0.37905 -0.03035  N2 1.258, H5 1.091, H6 1.088
2 N 1.84508 0.49118 0.86341  C1 1.258, C3 1.457
3 C 0.95475 0.44672 2.01531  N2 1.457, C4 1.523, H7 1.098, H8 1.091
4 C 1.37787 1.49356 3.03713  C3 1.523, H9 1.091, H10 1.089, H11 1.095
5 H 0.96941 -1.20510 -0.01905  C1 1.091
6 H 2.31369 -0.34200 -0.91616  C1 1.088
7 H -0.02347 0.78683 1.65175  C3 1.098
8 H 0.87296 -0.55518 2.44030  C3 1.091
9 H 0.69203 1.57237 3.88252  C4 1.091
10 H 2.40693 1.36407 3.36928  C4 1.089
11 H 1.31642 2.46566 2.53761  C4 1.095
12 C -1.26180 -1.69300 -1.47002  N13 1.457, H15 1.087, H16 1.095, H17 1.088
13 N -2.15228 -0.53940 -1.48454  C12 1.457, C14 1.450, H18 1.008
14 C -1.98066 0.28521 -2.66523  N13 1.450, H19 1.101, H20 1.090, H21 1.092
15 H -1.55867 -2.39533 -2.24541  C12 1.087
16 H -0.24372 -1.34337 -1.67297  C12 1.095
17 H -1.27471 -2.18070 -0.49774  C12 1.088
18 H -2.09104 0.04497 -0.66515  N13 1.008
19 H -0.95073 0.65646 -2.77857  C14 1.101
20 H -2.68461 1.11616 -2.62881  C14 1.090
21 H -2.18547 -0.29056 -3.57079  C14 1.092

## Properties
LUMO energy, eV: 0.99
SMILES string: C=NCC.CNC
Orbital gap, hartree: 0.359


Entry iii
Below is a 2-piece molecular cluster, C5H14N2 overall, with properties calculated with wB97M-V/def2-TZVPD.

Each atom is followed by the atoms it is bonded to, with distances in Å.
CARTESIAN COORDINATES (ANGSTROEM)
1 H 0.51014 1.40147 2.51261  N2 1.016
2 N 0.26457 1.05909 1.58820  H1 1.016, C3 1.291
3 C -0.81834 0.35843 1.52275  N2 1.291, C4 1.476, H7 1.096
4 C -1.15955 -0.18165 0.19213  C3 1.476, C5 1.518, N6 1.461, H8 1.180
5 C -2.33101 -1.14671 0.17853  C4 1.518, H9 1.088, H10 1.092, H11 1.089
6 N -1.28728 0.81218 -0.87050  C4 1.461, H12 1.016, H13 1.014
7 H -1.29504 -0.09778 2.39798  C3 1.096
8 H -0.12620 -0.68852 -0.06803  C4 1.180
9 H -2.39773 -1.63043 -0.79381  C5 1.088
10 H -3.27088 -0.61799 0.34877  C5 1.092
11 H -2.22776 -1.90540 0.95294  C5 1.089
12 H -2.13475 1.35490 -0.72933  N6 1.016
13 H -0.50100 1.45195 -0.83006  N6 1.014
14 C 2.16659 0.32845 -1.46989  C15 1.527, H16 1.088, H17 1.094, H18 1.093
15 C 1.98564 -0.44521 -0.16578  C14 1.527, H19 1.289, H20 1.092, H21 1.092
16 H 1.24853 0.31076 -2.05426  C14 1.088
17 H 2.96936 -0.09220 -2.08217  C14 1.094
18 H 2.41276 1.37396 -1.26982  C14 1.093
19 H 1.30516 0.32202 0.61530  C15 1.289
20 H 2.92146 -0.47317 0.39724  C15 1.092
21 H 1.76532 -1.49415 -0.37277  C15 1.092

## Properties
LUMO energy, eV: 0.85
SMILES string: [H]/N=C/[C@@H](C)N.CC
Orbital gap, hartree: 0.355


Q: Which of them is the most stable? A: entry i.